(1)
The following is a DFT calculation (ωB97M-V/def2-TZVPD) of a 2-piece molecular cluster, C7H13O5P overall in a non-equilibrium geometry.

```
26
Properties=species:S:1:pos:R:3
C -2.1197 0.4860 -0.2512
C 0.1256 1.8564 1.4080
C 0.1221 2.4247 0.0313
C -0.0924 0.9882 0.2585
C -3.3086 -1.4920 -0.5745
C 2.9139 -0.1256 -1.9201
C 1.1839 -1.4851 1.9695
O -2.8390 1.3792 -0.5827
O 0.0627 -0.9885 -1.7000
O -2.1466 -0.7760 -0.1282
O 2.3090 -0.1859 -0.6059
O 0.5078 -1.4696 0.6846
P 0.7060 -0.4178 -0.5059
H 1.1717 1.7993 1.8562
H -0.7482 2.0669 2.1514
H -0.9198 2.8614 -0.0344
H 0.7615 3.0037 -0.6470
H -3.0405 -2.5708 -0.4124
H -3.7578 -1.1104 -1.5748
H -3.9911 -1.3093 0.2828
H 2.0742 -0.2729 -2.6616
H 3.6065 -0.9467 -2.0000
H 3.4107 0.7429 -1.9962
H 0.6769 -1.0267 2.8706
H 2.1312 -0.8698 1.8812
H 1.2002 -2.5618 2.2005
```

Energy above the lowest of the compared OMol25 structures with the same formula, charge and spin (eV): 2.341
Orbital gap (eV): 9.6326
Charge: 0

natural (NBO) atomic charge list, values in e, 4 entries: number 1, C, carries 0.917; number 2, C, carries -0.418; number 3, C, carries -0.468; number 4, C, carries -0.545

(2)
The following is a DFT calculation (ωB97M-V/def2-TZVPD) of a 2-piece molecular cluster, C3H13N4S overall in a non-equilibrium geometry.

```
21
Properties=species:S:1:pos:R:3
C 2.5540 2.2062 0.9025
C -0.6482 -1.0834 1.8082
C 1.4107 1.2996 0.7364
N -1.9198 -1.6325 -3.0302
N -2.0436 -1.2296 -1.6634
N -0.4179 -1.0784 0.3760
N 0.7128 1.0914 -0.3331
S -1.0487 -2.1153 -0.6194
H 2.8470 2.5007 -0.1010
H 3.3888 1.7043 1.4375
H 2.2899 3.1537 1.4737
H -0.0067 -1.8198 2.4234
H -0.4943 -0.0466 2.2531
H -1.6794 -1.3838 2.1153
H 1.0578 0.9916 1.7399
H -2.7251 -2.2673 -3.2137
H -2.1517 -0.9189 -3.6174
H -3.0307 -1.3410 -1.2911
H -0.0681 -0.0264 0.0230
H 1.0611 1.5675 -1.0830
H -0.1523 -2.3859 -1.6431
```

Energy above the lowest of the compared OMol25 structures with the same formula, charge and spin (eV): 3.688
Multiplicity: 3
Orbital gap (alpha / beta) (eV): 5.8004 / 6.1367
Charge: +1

natural (NBO) atomic charge list, values in e, 4 entries: number 1, C, carries -0.706; number 2, C, carries -0.447; number 3, C, carries 0.240; number 4, N, carries -0.653

(3)
The following is a DFT calculation (ωB97M-V/def2-TZVPD) of C6H8S as an isolated structure in a non-equilibrium geometry.

```
15
Properties=species:S:1:pos:R:3
C -2.9263 1.0801 0.3949
C -1.7920 0.7187 0.4045
C -0.2480 -1.4688 0.9899
C -0.0275 -1.2238 -0.4526
C -0.0338 -0.0785 0.4228
C 2.0220 1.2266 -0.7793
S 1.3367 0.7844 0.8500
H -3.9542 1.2296 0.5287
H -1.3376 -1.6539 1.1006
H 0.4817 -1.8750 1.7116
H 0.8148 -1.4856 -1.0495
H -0.9796 -1.3502 -1.0009
H 3.1036 0.9295 -0.7614
H 1.9449 2.3474 -0.7481
H 1.5954 0.8195 -1.6113
```

Energy above the lowest of the compared OMol25 structures with the same formula, charge and spin (eV): 4.789
Orbital gap (eV): 9.8673
Charge: 0

natural (NBO) atomic charge list, values in e, 4 entries: number 1, C, carries -0.333; number 2, C, carries -0.068; number 3, C, carries -0.416; number 4, C, carries -0.449

(4)
The following is a DFT calculation (ωB97M-V/def2-TZVPD) of a 6-piece molecular cluster, C29H47N7O3 overall.

```
86
Properties=species:S:1:pos:R:3
N 1.7199 0.8859 0.4051
C 0.8104 -0.0379 1.0780
C 0.5259 -1.3426 0.3247
O 0.4411 -2.4055 1.2735
C -0.6991 -1.2664 -0.5941
C -1.9363 -0.5890 -0.0541
C -2.6740 -0.9930 1.0078
N -2.3899 -2.0102 1.8822
C -3.9762 -0.3045 1.3132
O -4.8575 -0.8955 1.9047
C -4.1397 1.0831 0.8371
C -3.4021 1.4958 -0.1905
C -2.4485 0.5519 -0.8448
O -2.1238 0.7354 -2.0065
H 2.6550 0.4935 0.4009
H 1.4471 1.0417 -0.5589
H -0.1154 0.4937 1.3132
H 1.2611 -0.3328 2.0287
H 1.3974 -1.5194 -0.3207
H 0.5640 -3.2534 0.8281
H -0.4075 -0.6841 -1.4750
H -0.9424 -2.2669 -0.9787
H -3.2395 -2.4066 2.2712
H -1.7675 -2.7251 1.5259
H -4.8674 1.7248 1.3247
H -3.4853 2.4898 -0.6158
C 1.7250 -2.8416 -3.0156
C 2.4600 -4.1697 -2.9007
C 1.4832 -5.3481 -2.8070
C 0.5984 -5.2131 -1.6503
N -0.0977 -5.1068 -0.7403
H 1.1198 -2.6701 -2.1265
H 2.4244 -2.0098 -3.0980
H 1.0694 -2.8188 -3.8880
H 3.1003 -4.1637 -2.0166
H 3.1094 -4.3275 -3.7628
H 2.0103 -6.2990 -2.7215
H 0.8562 -5.3944 -3.6997
C 5.3278 2.7252 1.3711
C 6.4713 1.8041 1.7748
C 6.6611 0.6335 0.8019
C 5.4719 -0.2143 0.7320
N 4.5139 -0.8491 0.6875
H 4.3736 2.1945 1.3764
H 5.2485 3.5635 2.0601
H 5.4894 3.1351 0.3728
H 6.2946 1.4098 2.7781
H 7.4028 2.3689 1.8091
H 7.5015 0.0048 1.1004
H 6.8678 1.0073 -0.2029
C 11.4246 4.4825 2.0446
C 10.9269 5.2386 3.2694
C 9.5664 4.7350 3.7652
C 8.5248 4.8892 2.7496
N 7.7227 5.0148 1.9352
H 10.7459 4.6097 1.2001
H 12.4059 4.8450 1.7402
H 11.5116 3.4139 2.2514
H 10.8520 6.3039 3.0453
H 11.6418 5.1349 4.0872
H 9.2498 5.2795 4.6556
H 9.6245 3.6770 4.0300
C -8.3567 -0.0855 0.8545
C -9.3357 0.9189 0.2654
C -8.6375 2.0608 -0.4820
C -7.7591 2.8323 0.3960
N -7.0877 3.4387 1.1057
H -7.7036 0.3675 1.6020
H -8.8925 -0.9042 1.3328
H -7.7289 -0.5184 0.0747
H -9.9640 1.3391 1.0532
H -9.9995 0.4134 -0.4381
H -9.3651 2.7488 -0.9150
H -8.0305 1.6638 -1.2988
C -5.6273 -1.7482 -1.9498
C -6.0786 -2.7212 -3.0307
C -7.4760 -2.3979 -3.5729
C -8.4943 -2.4707 -2.5250
N -9.2665 -2.5263 -1.6747
H -6.2850 -1.7861 -1.0804
H -4.6191 -1.9887 -1.6105
H -5.6140 -0.7224 -2.3256
H -6.0749 -3.7410 -2.6418
H -5.3780 -2.6968 -3.8670
H -7.7593 -3.0925 -4.3649
H -7.4960 -1.3910 -3.9950
```

Orbital gap (eV): 7.7463
Charge: 0

Löwdin atomic charge list, values in e, 4 entries: number 1, N, carries 0.013; number 2, C, carries -0.216; number 3, C, carries -0.367; number 4, O, carries -0.057

(5)
The following is a DFT calculation (ωB97M-V/def2-TZVPD) of a 2-piece molecular cluster, C2H6NO2 overall in a non-equilibrium geometry.

```
11
Properties=species:S:1:pos:R:3
C -0.0098 0.7331 -0.4907
C -0.3277 -1.1549 1.1015
N 0.6100 -0.1106 0.4704
O 0.8586 1.0679 1.8770
O -1.4495 -0.7791 1.5787
H -0.7254 0.1818 -0.9998
H -0.4995 1.3708 0.2459
H 0.7015 1.2473 -1.2163
H -0.2094 -1.7672 0.0598
H 0.4563 -1.6613 1.7388
H 0.2628 0.6911 2.5041
```

Energy above the lowest of the compared OMol25 structures with the same formula, charge and spin (eV): 5.248
Orbital gap (eV): 7.8615
Charge: -1

natural (NBO) atomic charge list, values in e, 4 entries: number 1, C, carries -0.494; number 2, C, carries 0.145; number 3, N, carries -0.163; number 4, O, carries -0.800

(6)
The following is a DFT calculation (ωB97M-V/def2-TZVPD) of a single C5H10N2O molecule in a non-equilibrium geometry.

```
18
Properties=species:S:1:pos:R:3
H 0.8575 -2.5484 -0.1099
N 0.0655 -1.9101 -0.1856
C 0.4513 -0.6749 -0.0839
N -0.4795 0.3367 -0.0987
C -1.8905 0.0914 0.1175
C -2.6736 1.3775 -0.0841
C 1.9068 -0.2826 0.0935
C 2.9062 -1.0584 -0.3444
O 2.1422 0.9547 0.6676
H -0.1229 1.2106 0.2781
H -2.2598 -0.6638 -0.5853
H -2.0520 -0.2806 1.1352
H -2.5317 1.7685 -1.0972
H -2.3497 2.1502 0.6212
H -3.7427 1.2013 0.0692
H 2.7250 -1.9992 -0.8526
H 3.9441 -0.7640 -0.2411
H 3.1035 1.0912 0.7005
```

Energy above the lowest of the compared OMol25 structures with the same formula, charge and spin (eV): 1.106
Orbital gap (eV): 9.4550
Charge: 0

natural (NBO) atomic charge list, values in e, 4 entries: number 1, H, carries 0.340; number 2, N, carries -0.712; number 3, C, carries 0.389; number 4, N, carries -0.597